Computed, not measured: C20H23N2O9SiSm as an isolated structure, with ωB97M-V with the def2-TZVPD basis set.

```
56
Properties=species:S:1:pos:R:3:forces:R:3:lowdin_spin:R:1
Sm 0.245 1.004 -0.987 0.92 3.14 4.67 5.057
O 2.353 -1.383 -2.446 -0.18 0.05 -0.22 0.001
C 1.475 -0.372 -2.867 1.13 -1.39 -0.82 0.000
O 1.801 0.794 -2.396 1.18 0.35 -0.92 -0.009
C 1.240 -0.519 -4.391 0.12 -0.25 0.41 0.000
O 0.038 0.059 -4.835 -0.07 0.10 0.01 0.000
C -1.104 -0.529 -4.257 -0.01 -0.01 0.43 0.000
C -1.053 -0.203 -2.759 -1.32 -1.85 -1.14 0.000
O -2.089 -1.151 -2.039 0.31 0.24 -0.60 0.000
O -1.221 1.021 -2.443 -1.64 0.84 -1.57 -0.012
H 2.985 -0.986 -1.826 -0.23 0.07 -0.26 0.000
H 1.273 -1.592 -4.629 0.00 0.15 0.03 0.000
H 2.043 0.007 -4.911 0.00 -0.11 0.16 0.000
H -1.137 -1.613 -4.423 0.02 0.10 0.07 0.000
H -1.968 -0.036 -4.699 -0.02 -0.09 0.08 0.000
C 3.151 4.033 1.172 -0.85 -0.09 -0.24 0.000
Si 1.326 3.734 0.667 0.33 0.34 -0.63 0.000
C 1.180 3.784 -1.271 -0.01 -0.25 0.69 -0.001
C 0.202 5.159 1.284 0.39 -0.77 -0.06 0.000
N 0.876 2.089 0.905 0.18 1.15 0.11 -0.017
C 0.609 1.429 2.068 0.07 -0.61 0.61 0.000
C 0.407 2.058 3.309 -0.05 -0.10 -0.29 -0.001
C 0.088 1.329 4.434 -0.03 -0.10 0.17 0.000
C -0.048 -0.050 4.379 -0.04 -0.05 -0.02 -0.001
C 0.174 -0.700 3.174 0.02 -0.14 -0.11 0.000
C 0.519 0.018 2.045 0.27 0.15 -0.49 -0.002
H 3.509 5.011 0.870 0.02 0.26 -0.08 0.000
H 3.791 3.286 0.708 0.03 -0.15 -0.09 0.000
H 3.281 3.951 2.247 -0.04 -0.03 0.23 0.000
H 1.293 4.791 -1.663 -0.09 0.12 -0.06 0.000
H 0.180 3.426 -1.618 0.48 0.43 -0.02 -0.001
H 1.978 3.181 -1.723 -0.21 0.03 -0.10 0.000
H 0.576 6.121 0.948 0.18 0.13 -0.15 0.000
H 0.133 5.204 2.366 -0.01 -0.01 0.23 0.000
H -0.806 5.044 0.894 -0.16 -0.07 -0.06 0.000
H 0.481 3.132 3.357 0.03 0.18 0.07 0.000
H -0.058 1.841 5.375 -0.03 0.06 0.07 0.000
H -0.320 -0.613 5.259 0.02 -0.04 0.07 0.000
H 0.088 -1.776 3.120 0.01 -0.09 -0.01 0.000
H 0.762 -0.509 1.090 -0.16 0.14 0.89 0.000
O -1.666 -0.130 -0.077 -0.26 -0.44 -0.06 -0.005
C -1.974 -1.118 -0.739 -0.09 -0.27 0.39 0.000
O 0.144 -0.827 -2.182 0.00 -1.01 -1.33 -0.008
C -2.032 -2.472 -0.097 0.01 -0.11 0.07 0.000
C -0.819 -3.163 -0.130 -0.12 0.03 -0.04 0.000
C -0.734 -4.435 0.398 -0.12 -0.27 0.12 0.000
C -1.867 -5.002 0.967 -0.09 1.18 -0.39 0.000
C -3.065 -4.303 1.042 0.06 -0.30 0.06 0.000
C -3.148 -3.027 0.511 0.20 0.12 -0.16 0.000
N -1.797 -6.341 1.515 -0.06 -0.32 0.20 0.000
O -2.816 -6.804 1.980 -0.17 -0.20 0.11 0.000
O -0.728 -6.909 1.479 0.23 -0.17 -0.02 0.000
H 0.050 -2.700 -0.580 -0.03 -0.10 -0.08 0.000
H 0.183 -5.004 0.359 0.04 0.03 0.04 0.000
H -3.917 -4.778 1.505 -0.03 0.04 0.02 0.000
H -4.067 -2.465 0.561 -0.14 -0.02 0.02 0.000
```
Forces are in eV/Å.

Values from the calculation:
Strongest force on any atom   5.70 eV/A
HOMO energy (spin up / spin down)   -7.550 / -7.556 eV
ΔE to the lowest compared entry with this formula, charge and spin   55.99 kcal per mole
LUMO energy (spin up / spin down)   -0.818 / -0.817 eV
Spin multiplicity   6